The following is a quantum chemistry calculation of one molecule with the formula C2H3NS, from OMol25.

The orbital gap comes out at 8.740 eV. As for the spin multiplicity: 1. Its net charge is 0. Its energy relative to the best compared isomer or geometry (same formula, charge and spin) is 467.8 kJ/mol.

Geometry (Å):
C (-0.18865, -0.57737, 0.55524)
C (1.77072, 1.04853, 0.01932)
N (-1.02967, -0.22938, -0.35590)
S (1.92544, -0.43877, -0.17599)
H (-0.26468, 0.12789, 1.38945)
H (-0.81257, -0.66026, -1.18983)
H (-1.40060, 0.72936, -0.24228)



The following is a quantum chemistry calculation of a 2-piece molecular cluster, C6H16 overall, from OMol25.

The orbital gap (alpha / beta) comes out at 12.244 / 3.921 eV. As for the spin multiplicity: 2. Its net charge is +1. Its energy relative to the best compared isomer or geometry (same formula, charge and spin) is 197.1 kJ/mol.

Geometry (Å):
C (-1.42766, 0.89506, -1.13209)
C (-0.89612, 1.97348, -0.08295)
C (-2.70686, 0.25711, -0.63453)
H (-0.66839, 0.11319, -1.16489)
H (-1.62921, 1.51469, -2.12516)
H (-0.21051, 1.28124, 0.61069)
H (-0.31170, 2.67860, -0.40299)
H (-2.62025, 0.10116, 0.44963)
H (-1.64494, 2.24030, 0.68132)
H (-2.81274, -0.72991, -0.98442)
H (-3.66665, 0.75093, -0.72641)
C (1.46285, -1.40490, 0.23332)
C (2.15726, -0.19113, -0.47806)
C (1.44619, -1.37447, 1.68860)
H (1.94688, -2.40219, -0.18145)
H (0.39278, -1.48985, -0.23855)
H (3.24932, -0.35419, -0.30701)
H (2.12918, -0.27354, -1.62566)
H (1.51406, -2.43516, 1.96190)
H (1.70133, 0.81015, -0.09905)
H (0.49737, -1.23243, 2.23929)
H (2.09781, -0.72816, 2.31849)



The following is a quantum chemistry calculation of C3H11O4 as an isolated structure, from OMol25.

The orbital gap comes out at 7.877 eV. As for the spin multiplicity: 1. Its net charge is -1. Its energy relative to the best compared isomer or geometry (same formula, charge and spin) is 535.4 kJ/mol.

Geometry (Å):
C (-0.81256, -0.88237, -0.70563)
O (-0.12652, -1.69654, 0.41047)
C (-0.77421, 0.49582, -0.23388)
C (-1.96005, 0.67749, 0.72358)
O (-3.43039, -0.00930, -0.27414)
H (0.00840, -0.82662, -1.45314)
H (-1.82662, -1.30722, -0.74653)
H (-0.98125, 1.10791, -1.18059)
H (0.16802, 0.88949, 0.15670)
H (-2.05354, -0.00498, 1.56710)
H (-2.32344, 1.68099, 1.16166)
H (-2.68405, 0.86456, -0.27986)
H (0.81554, -1.40809, 0.37434)
H (2.81135, -0.50832, 1.56665)
O (2.25137, -0.57665, 0.74696)
H (3.05640, -0.03543, -0.21893)
H (4.15734, 1.16803, -0.63742)
O (3.70420, 0.37124, -0.97735)



The following is a quantum chemistry calculation of one molecule with the formula C23H27N3O2, from OMol25.

The orbital gap comes out at 8.330 eV. As for the spin multiplicity: 1. Its net charge is 0. Its energy relative to the best compared isomer or geometry (same formula, charge and spin) is 148.3 kJ/mol. Its structure (SMILES) is Cc1nc2ccccc2c2oc(C(=O)N3CCC(N4CCCCC4)CC3)cc12.

Geometry (Å):
C (1.92728, 0.14627, -5.56762)
C (1.27297, -0.65712, -4.49422)
N (1.15809, -1.94142, -4.65742)
C (0.57469, -2.72052, -3.71273)
C (0.47830, -4.10130, -3.95778)
C (-0.10236, -4.93365, -3.03615)
C (-0.60915, -4.42840, -1.83292)
C (-0.53302, -3.08785, -1.55789)
C (0.05457, -2.21606, -2.48670)
C (0.18863, -0.82067, -2.33163)
C (0.78586, -0.02874, -3.31543)
C (0.73548, 1.29703, -2.81356)
C (0.12041, 1.22697, -1.59266)
C (-0.09839, 2.39469, -0.71271)
O (0.44343, 3.44678, -1.02750)
N (-0.89390, 2.30821, 0.37775)
C (-1.55083, 1.14521, 0.92165)
H (-1.55392, 0.33093, 0.20251)
C (-0.86393, 0.71329, 2.22022)
H (-1.36855, -0.16930, 2.61508)
H (0.17321, 0.45579, 1.99978)
C (-0.91613, 1.86846, 3.23817)
N (-0.33629, 1.63408, 4.54223)
C (-1.19289, 1.13193, 5.59216)
C (-1.23651, -0.39783, 5.69375)
C (0.18154, -0.92933, 5.87876)
C (1.06254, -0.44253, 4.73206)
C (1.00077, 1.08945, 4.63312)
H (1.58637, 1.43283, 3.77998)
H (1.45653, 1.50868, 5.53955)
H (0.72331, -0.89621, 3.79998)
H (2.09838, -0.74627, 4.89546)
H (0.17930, -2.02095, 5.91809)
H (0.58200, -0.55907, 6.82581)
H (-1.67397, -0.81988, 4.78671)
H (-1.86558, -0.68764, 6.53732)
H (-2.19918, 1.53224, 5.45092)
H (-0.80521, 1.52669, 6.54030)
C (-0.27440, 3.10914, 2.59552)
C (-0.96212, 3.44597, 1.27378)
H (-0.47033, 4.28703, 0.78304)
H (-2.01514, 3.69396, 1.44651)
H (-0.35271, 3.95215, 3.28152)
H (0.78336, 2.92630, 2.40326)
H (-1.97376, 2.10340, 3.41544)
H (-2.59261, 1.41787, 1.13580)
O (-0.21085, -0.06489, -1.29223)
H (1.09580, 2.19365, -3.27292)
H (-0.91911, -2.68316, -0.63360)
H (-1.06192, -5.10255, -1.12097)
H (-0.17262, -5.99309, -3.23448)
H (0.87330, -4.47740, -4.88816)
H (2.23195, -0.50755, -6.37883)
H (2.79873, 0.66214, -5.16766)
H (1.23623, 0.89833, -5.94488)



> What is the net charge in the first record?

0



> Which value of energy relative to the best compared isomer or geometry (same formula, charge and spin) does entry 4 give?

148.3 kJ/mol



> The highest energy relative to the best compared isomer or geometry (same formula, charge and spin) belongs to which entry?

C3H11O4



> Which value of energy relative to the best compared isomer or geometry (same formula, charge and spin) does entry 1 give?

467.8 kJ/mol